[1]
# C21H16Cl2F3LiO4

A molecular structure, C21H16Cl2F3LiO4 (ωB97M-V with the def2-TZVPD basis set, the Open Molecules 2025 dataset).

The maximum force is 0.0055 Eh/bohr. The calculation puts the HOMO-LUMO gap at 7.1 eV.

```
! wB97M-V def2-TZVPD RIJCOSX def2/J DEFGRID3
* xyz -2 1
Li 1.253 -0.604 -2.623
Cl 5.321 -0.820 0.221
C 4.066 -1.262 -0.971
Cl 4.170 -3.026 -1.300
C 4.160 -0.473 -2.322
O 5.189 0.154 -2.564
O 3.105 -0.591 -3.001
H 3.100 -1.096 -0.505
F -7.269 2.475 -2.872
C -6.812 1.549 -1.983
F -6.833 2.149 -0.776
F -7.785 0.597 -1.948
C -5.481 1.005 -2.350
C -5.338 0.353 -3.572
C -4.110 -0.154 -3.947
C -2.982 -0.022 -3.115
C -3.147 0.632 -1.880
C -4.379 1.139 -1.509
C -1.705 -0.520 -3.487
C -0.539 -0.812 -3.753
H -6.192 0.243 -4.230
H -3.994 -0.661 -4.896
H -2.287 0.734 -1.225
H -4.479 1.643 -0.557
C 3.566 -0.547 5.117
C 2.746 -0.323 3.873
C 1.685 -1.160 3.554
C 0.953 -0.992 2.382
C -0.191 -1.908 2.041
C 1.291 0.042 1.511
C 2.356 0.892 1.810
C 2.746 1.974 0.840
C 3.064 0.701 2.990
C 0.506 0.231 0.216
O -0.503 0.951 0.256
O 0.991 -0.389 -0.771
H 3.052 -1.211 5.814
H 3.774 0.392 5.637
H 4.529 -1.004 4.873
H 1.421 -1.970 4.230
H -0.317 -2.681 2.802
H -0.022 -2.388 1.075
H -1.122 -1.344 1.952
H 1.867 2.532 0.513
H 3.211 1.547 -0.052
H 3.462 2.664 1.291
H 3.903 1.357 3.211
*
```

[2]
# C5H6N2O2

C5H6N2O2 in the gas phase in a non-equilibrium geometry (ωB97M-V with the def2-TZVPD basis set, the Open Molecules 2025 dataset).

The maximum force is 0.0737 Eh/bohr. The calculation puts the HOMO-LUMO gap at 10.4 eV. The value obtained for the energy above the lowest of the compared OMol25 structures with the same formula, charge and spin is 158.8 kJ/mol.

```
! wB97M-V def2-TZVPD RIJCOSX def2/J DEFGRID3
* xyz 0 1
N -3.446 -0.802 0.016
C -2.510 0.162 0.016
O -2.763 1.362 0.036
C -1.130 -0.318 0.037
C 0.003 -0.743 0.078
C 1.367 -1.252 0.090
C 2.451 -0.209 0.353
N 2.528 0.840 -0.476
O 3.509 -0.567 0.888
H -4.425 -0.547 -0.006
H -3.202 -1.782 0.028
H 1.476 -2.026 0.866
H 1.592 -1.736 -0.872
H 1.745 1.472 -0.575
H 3.568 0.976 -0.699
*
```

[3]
# C2H2N2OP

A molecular structure, C2H2N2OP in a non-equilibrium geometry (ωB97M-V with the def2-TZVPD basis set, the Open Molecules 2025 dataset).

The maximum force is 0.0885 Eh/bohr. The calculation puts the HOMO-LUMO gap (spin up / spin down) at 8.7 / 7.6 eV. The value obtained for the energy above the lowest of the compared OMol25 structures with the same formula, charge and spin is 460.7 kJ/mol.

```
! wB97M-V def2-TZVPD RIJCOSX def2/J DEFGRID3
* xyz 1 1
C -0.873 0.540 0.016
C -0.900 -0.833 -0.035
N 0.385 1.065 0.050
N 1.239 0.196 -0.051
O 2.925 0.709 0.132
P 0.737 -1.508 -0.086
H -1.699 1.238 0.029
H -1.813 -1.407 -0.055
*
```